A molecular structure, C40H78Br2F13N3O27P3S6. Source: the OMol25 dataset; level of theory: ωB97M-V/def2-TZVPD.

Calculated values
HOMO energy, eV: -11.86
F_max, eV/A: 9.79
Orbital gap, eV: 6.10
Total charge: +1
Total energy, eV: -370756.454

Each line ends with the Löwdin charge.
Geometry (Å):
1 C 0.747033 -5.491819 2.512748  -0.1033
2 C 0.869147 -4.173181 3.477172  -0.2449
3 O -0.364133 -3.386565 3.629731  -0.1852
4 C -0.858008 -3.132621 2.270952  -0.2008
5 C -1.758688 -1.727997 2.137946  -0.0639
6 C -1.727207 -1.078132 0.591694  -0.2058
7 C -2.174056 -2.307397 -0.287856  -0.1556
8 C -3.022757 -2.205394 -1.649292  -0.1399
9 C -2.277231 -2.308499 -3.092801  -0.6367
10 F -3.351738 -2.829293 -4.032751  -0.1246
11 Br -0.830627 -3.673760 -3.273659  0.7654
12 C -1.909939 -0.833097 -3.790565  -0.5871
13 F -1.920194 0.295023 -2.840093  -0.0808
14 F -2.956292 -0.480342 -4.824970  -0.0671
15 Br -0.207612 -1.073586 -4.821135  0.7582
16 C -2.984410 0.011783 0.633202  -0.2056
17 C -4.512439 -0.509900 0.905012  -0.1527
18 O -5.214926 -0.030758 2.063795  -0.0283
19 C -5.266351 -0.859331 3.236436  -0.2526
20 F -6.427249 -0.342467 4.062674  0.0319
21 F -4.094887 -0.735778 4.180566  0.0150
22 F -5.535539 -2.298597 3.079929  0.0617
23 C -2.501060 1.523260 1.196912  -0.5308
24 N -3.004034 1.974732 2.533088  0.0465
25 P -3.812945 2.434650 0.103242  0.9493
26 P -4.263727 4.464571 0.849979  0.5554
27 O -4.068683 5.465615 -0.398868  -0.4174
28 O -5.993008 4.520555 1.197669  -0.2644
29 O -3.252268 5.002219 2.146587  -0.2260
30 N -1.002168 1.463183 0.881625  -0.1884
31 C -0.013519 2.028303 1.928001  -0.1373
32 C -0.074620 1.620098 3.471263  -0.2634
33 C 0.601076 0.333415 4.271624  -0.0489
34 N -0.661205 2.504514 4.393719  0.1311
35 P -0.663769 2.765589 -0.342642  0.8187
36 O -1.168457 4.203730 -0.076879  -0.3860
37 C -0.551983 0.080301 0.304063  -0.0884
38 F 0.417035 -0.514768 1.323166  -0.0545
39 C 0.517921 -0.111292 -0.890743  -0.0139
40 O 0.576876 -1.440683 -1.236962  0.0347
41 C 1.711082 0.638513 -1.643626  -0.0929
42 F 2.270152 -0.233175 -2.772274  -0.0154
43 F 1.344676 1.815367 -2.523923  -0.0311
44 C 3.115883 0.891576 -0.802065  -0.1035
45 F 3.151883 2.074666 0.063072  0.0495
46 F 4.138203 1.182701 -1.883134  0.0275
47 C 3.708180 -0.377227 0.015986  -0.0990
48 F 3.322459 -0.420986 1.476661  0.0109
49 F 3.454665 -1.717721 -0.544409  0.0407
50 C 5.376704 -0.233947 0.074568  -0.1489
51 O 6.005984 0.909490 0.423377  0.0525
52 O 6.280299 -1.393477 -0.194303  0.0430
53 H 1.402185 -6.411605 2.899632  0.0895
54 H -0.341858 -5.867926 2.310446  0.0865
55 H 1.236375 -5.196269 1.464783  0.0872
56 H 1.705654 -3.480395 2.991379  0.1241
57 H 1.313344 -4.560468 4.511376  0.1398
58 H -1.548013 -4.027619 1.895446  0.1362
59 H -0.011682 -3.030527 1.450350  0.1258
60 H -1.492807 -0.935914 2.960504  0.1040
61 H -2.853775 -2.107316 2.430165  0.1287
62 H -1.267455 -3.064650 -0.470931  0.1208
63 H -2.881843 -2.959867 0.434096  0.1422
64 H -3.777681 -1.283788 -1.739422  0.1372
65 H -3.779335 -3.136900 -1.662562  0.1628
66 H -2.998325 0.308236 -0.530632  0.0872
67 H -4.620912 -1.695485 0.806600  0.1571
68 H -5.135903 -0.122197 -0.042093  0.1485
69 H -2.832916 1.301674 3.309548  0.0919
70 H -4.014300 2.201384 2.569171  0.0783
71 H -3.309974 2.656463 -1.260588  -0.0143
72 H -6.498524 4.823508 0.365129  0.1156
73 H -2.380066 4.516389 2.209500  0.0425
74 H 1.121683 1.874497 1.579377  0.1469
75 H -0.069474 3.225565 1.961960  0.1507
76 H 1.422110 -0.230579 3.658616  0.0761
77 H 1.112383 0.755952 5.262706  0.1029
78 H -0.269184 -0.376597 4.669743  0.0986
79 H -0.999095 3.366222 3.886781  0.0408
80 H -1.023014 2.390399 -1.685524  0.0623
81 H 0.800454 2.903228 -0.305720  0.0815
82 H 5.974211 -1.906896 -0.997592  0.1305
83 O 5.130440 5.311933 -6.660407  -0.2896
84 S 4.203552 5.936110 -5.739342  0.6388
85 O 4.597321 6.335783 -4.407169  -0.2820
86 O 2.860324 5.014588 -5.637232  -0.2573
87 C 2.999107 3.654996 -5.241617  -0.2606
88 C 3.304247 3.534048 -3.759473  -0.0819
89 C 3.467747 7.338226 -6.540182  -0.1122
90 H 3.762915 3.154167 -5.845988  0.1037
91 H 2.045331 3.159654 -5.450002  0.1278
92 H 4.280749 3.964302 -3.519552  0.0808
93 H 3.316838 2.485819 -3.448318  0.0433
94 H 2.559038 4.074206 -3.166991  0.0856
95 H 3.130005 7.047436 -7.535934  0.0784
96 H 4.230686 8.116524 -6.614853  0.0816
97 H 2.633834 7.695217 -5.932765  0.0774
98 O 3.627766 1.800955 -10.226757  -0.2920
99 S 4.367812 3.043759 -10.157123  0.6286
100 O 3.741393 4.324479 -10.395525  -0.2890
101 O 5.693399 2.921974 -11.101514  -0.2656
102 C 5.518652 2.610050 -12.478623  -0.2753
103 C 4.965192 3.793090 -13.252308  -0.0788
104 C 5.199438 3.120271 -8.591483  -0.1282
105 H 4.881839 1.726706 -12.595543  0.1165
106 H 6.504825 2.353348 -12.878675  0.1239
107 H 3.952644 4.043197 -12.923025  0.0681
108 H 4.922375 3.573314 -14.322648  0.0818
109 H 5.584868 4.681387 -13.093967  0.0866
110 H 5.710239 2.173752 -8.408905  0.0800
111 H 4.443740 3.293687 -7.821907  0.0374
112 H 5.907952 3.950668 -8.607489  0.0720
113 O -9.111665 5.195679 2.148983  -0.2970
114 S -9.104414 5.427282 3.578454  0.6247
115 O -9.950990 4.680521 4.481303  -0.2836
116 O -9.316174 7.021726 3.855574  -0.2649
117 C -10.478144 7.652876 3.330466  -0.2742
118 C -11.723644 7.260659 4.104666  -0.0774
119 C -7.433407 5.305841 4.162980  -0.1299
120 H -10.587997 7.431001 2.263601  0.1164
121 H -10.327608 8.733311 3.422529  0.1247
122 H -11.944037 6.195785 3.987600  0.0689
123 H -12.594049 7.821359 3.752853  0.0828
124 H -11.587021 7.446378 5.174706  0.0872
125 H -6.782007 5.893828 3.514830  0.0632
126 H -7.145233 4.252648 4.129186  0.0717
127 H -7.391476 5.667637 5.192132  0.0771
128 O 1.873080 -8.722631 4.806107  -0.2969
129 S 3.158355 -9.306102 4.482520  0.6152
130 O 3.584768 -9.514569 3.117165  -0.2916
131 O 3.324565 -10.705657 5.305629  -0.2643
132 C 2.342323 -11.719086 5.125560  -0.2730
133 C 2.478812 -12.393585 3.772448  -0.0781
134 C 4.424094 -8.387386 5.320701  -0.1228
135 H 1.336254 -11.309286 5.264791  0.1171
136 H 2.499985 -12.464203 5.911956  0.1255
137 H 2.267807 -11.694554 2.958158  0.0677
138 H 1.780907 -13.230539 3.681893  0.0827
139 H 3.499353 -12.761280 3.626031  0.0870
140 H 4.137783 -8.250496 6.364462  0.0759
141 H 4.513936 -7.417694 4.825700  0.0740
142 H 5.367249 -8.931465 5.241674  0.0772
143 O 1.176918 -8.011614 -1.740871  -0.2867
144 S 1.842558 -7.684145 -2.984562  0.6175
145 O 1.649629 -6.413984 -3.647095  -0.3166
146 O 1.574745 -8.884061 -4.058045  -0.2617
147 C 0.229717 -9.223259 -4.374445  -0.2700
148 C -0.418930 -8.169345 -5.253656  -0.0757
149 C 3.586470 -7.937826 -2.776962  -0.1190
150 H -0.350641 -9.389428 -3.460624  0.1178
151 H 0.256158 -10.173016 -4.918263  0.1268
152 H -0.519989 -7.218236 -4.723171  0.0572
153 H -1.418439 -8.483884 -5.566400  0.0839
154 H 0.191065 -7.980021 -6.142590  0.0885
155 H 3.755589 -8.909455 -2.310608  0.0787
156 H 3.963743 -7.140957 -2.131932  0.0758
157 H 4.070679 -7.882965 -3.753866  0.0772
158 O 1.932064 3.290141 6.695923  -0.3126
159 S 2.006262 4.064451 7.917404  0.6209
160 O 0.892007 4.162326 8.833010  -0.2820
161 O 2.525696 5.569248 7.557314  -0.2636
162 C 1.784329 6.335238 6.615031  -0.2767
163 C 0.476115 6.830246 7.204973  -0.0780
164 C 3.429594 3.536854 8.836344  -0.1206
165 H 1.613657 5.758954 5.699462  0.1097
166 H 2.401382 7.197987 6.344135  0.1253
167 H -0.195722 5.997909 7.433194  0.0678
168 H -0.040819 7.493128 6.505595  0.0812
169 H 0.654391 7.367508 8.141835  0.0893
170 H 4.291792 3.491644 8.169469  0.0751
171 H 3.215175 2.544904 9.240645  0.0783
172 H 3.603349 4.239431 9.653658  0.0786

Cartesian forces (eV/Å) of the 3 atoms listed first:
C 0.9 -0.2 -1.0
C 1.8 -1.1 0.0
O 0.7 -0.4 -2.4